A structure of composition C6H15N5S in a non-equilibrium geometry. Source: the Open Molecules 2025 dataset; level of theory: wB97M-V/def2-TZVPD.

Atoms and positions in Å:
C (-0.110, 1.604, -0.572)
C (0.580, -0.635, -0.825)
C (-0.791, 1.400, 0.737)
C (-1.504, -0.372, 0.433)
C (0.126, 1.422, 1.961)
C (2.425, -1.173, -2.843)
N (0.569, 0.672, -1.154)
N (-0.338, -1.128, 0.086)
N (-2.078, -0.996, 1.684)
N (0.073, 2.882, -0.964)
N (-0.260, -2.411, 0.661)
S (1.726, -1.729, -1.330)
H (-1.659, 1.997, 0.825)
H (-2.134, -0.264, -0.379)
H (-0.292, 1.681, 2.926)
H (0.987, 2.125, 1.798)
H (0.600, 0.301, 1.933)
H (1.787, -1.104, -3.728)
H (3.413, -1.698, -3.129)
H (2.678, -0.147, -2.499)
H (-3.129, -0.838, 1.725)
H (-1.676, -1.965, 1.562)
H (-0.222, 3.692, -0.505)
H (0.808, 3.027, -1.634)
H (-1.468, -0.567, 2.475)
H (0.706, -2.649, 0.556)
H (-0.818, -3.129, 0.197)

For the total energy, the calculation gives -908.88686 Ha. As for the charge: +2. The LUMO energy comes out at -8.01 eV. As for the spin multiplicity: 1. For the energy relative to the best compared isomer or geometry (same formula, charge and spin), the calculation gives 2.095 eV. Its HOMO-LUMO gap is 8.78 eV.

The computed Mulliken charges, all in e, follow: atom 1 (C): 0.5071, atom 2 (C): 0.5872, atom 3 (C): 0.0591, atom 4 (C): -0.9818, atom 5 (C): -1.2063, atom 6 (C): -0.7798, atom 7 (N): -0.5007, atom 8 (N): 0.4585, atom 9 (N): -0.1310, atom 10 (N): -0.3014, atom 11 (N): -0.9142, atom 12 (S): -0.1101, atom 13 (H): 0.5919, atom 14 (H): 0.4953, atom 15 (H): 0.3304, atom 16 (H): 0.3230, atom 17 (H): 0.3460, atom 18 (H): 0.3237, atom 19 (H): 0.3665, atom 20 (H): 0.2787, atom 21 (H): 0.3881, atom 22 (H): 0.4252, atom 23 (H): 0.2298, atom 24 (H): 0.2633, atom 25 (H): 0.4436, atom 26 (H): 0.2503, atom 27 (H): 0.2576